The following is a DFT calculation (wB97M-V/def2-TZVPD) of a molecular structure, C41H41NO3P3Se2Tc.

Summary:
spin multiplicity = 2
total charge = +1
Kohn-Sham gap (alpha / beta) = 0.2671 / 0.2701 Ha

Last column: Mulliken spin population.
CARTESIAN COORDINATES (ANGSTROEM)
Tc -0.447 -0.202 -0.039  1.07
O -1.475 1.739 0.239  0.02
P -2.191 2.459 1.343  -0.01
C -2.867 1.297 2.567  0.00
P -1.590 0.213 3.260  0.01
O -0.622 -0.256 2.205  0.02
C -2.465 -1.172 3.985  0.00
C -3.562 -1.007 4.830  0.00
C -4.192 -2.118 5.363  0.00
C -3.733 -3.391 5.053  0.00
C -2.646 -3.558 4.208  0.00
C -2.008 -2.449 3.671  0.00
C -0.747 1.145 4.537  0.00
C 0.637 1.258 4.456  0.00
C 1.331 1.954 5.434  0.00
C 0.645 2.534 6.490  0.00
C -0.736 2.425 6.572  0.00
C -1.433 1.731 5.598  0.00
C -1.082 3.567 2.201  0.00
C 0.264 3.546 1.848  0.01
C 1.156 4.381 2.503  0.00
C 0.705 5.223 3.508  0.00
C -0.640 5.246 3.856  0.00
C -1.539 4.425 3.199  0.00
C -3.578 3.423 0.748  0.00
C -3.294 4.356 -0.251  0.00
C -4.307 5.140 -0.772  0.00
C -5.604 5.002 -0.295  0.00
C -5.890 4.079 0.697  0.00
C -4.879 3.286 1.220  0.00
H -3.592 0.663 2.040  0.00
H -3.389 1.819 3.370  0.00
H -3.935 -0.022 5.070  0.00
H -5.043 -1.992 6.017  0.00
H -4.228 -4.255 5.470  0.00
H -2.295 -4.549 3.963  0.00
H -1.163 -2.569 3.006  0.00
H 1.155 0.804 3.625  0.00
H 2.406 2.042 5.373  0.00
H 1.187 3.073 7.253  0.00
H -1.269 2.877 7.396  0.00
H -2.507 1.650 5.677  0.00
H 0.589 2.878 1.061  -0.01
H 2.201 4.378 2.229  0.00
H 1.400 5.873 4.018  0.00
H -0.987 5.913 4.631  0.00
H -2.590 4.461 3.454  0.00
H -2.283 4.458 -0.622  0.00
H -4.088 5.858 -1.548  0.00
H -6.394 5.615 -0.701  0.00
H -6.901 3.970 1.062  0.00
H -5.121 2.563 1.986  0.00
Se 0.394 -2.502 0.030  0.04
P 1.830 -2.773 -1.683  -0.01
Se 1.923 -1.279 -3.165  0.00
C 1.408 -4.411 -2.351  0.00
C 1.334 -4.585 -3.727  0.00
C 1.036 -5.836 -4.249  0.00
C 0.814 -6.909 -3.403  0.00
C 0.883 -6.735 -2.027  0.00
C 1.175 -5.490 -1.499  0.00
C 3.434 -2.983 -0.827  0.00
C 3.535 -3.666 0.385  0.00
C 4.765 -3.804 1.006  0.00
C 5.903 -3.258 0.429  0.00
C 5.806 -2.580 -0.776  0.00
C 4.576 -2.443 -1.404  0.00
H 1.509 -3.741 -4.381  0.00
H 0.978 -5.968 -5.320  0.00
H 0.582 -7.881 -3.812  0.00
H 0.703 -7.569 -1.365  0.00
H 1.206 -5.362 -0.428  0.00
H 2.652 -4.066 0.858  0.00
H 4.834 -4.335 1.944  0.00
H 6.862 -3.366 0.914  0.00
H 6.692 -2.166 -1.237  0.00
H 4.492 -1.913 -2.346  0.00
C -1.380 -0.276 -1.609  -0.21
H -1.516 -1.212 -2.175  0.02
H -1.903 0.604 -2.014  0.02
C 3.088 -0.274 1.318  0.02
N 3.367 0.639 0.219  0.01
C 4.762 0.988 0.012  0.00
C 2.433 1.136 -0.565  0.01
O 1.226 0.890 -0.509  0.01
H 3.762 -1.129 1.253  0.00
H 2.062 -0.638 1.264  -0.01
H 3.258 0.237 2.268  0.00
H 5.337 0.078 -0.163  0.00
H 5.155 1.494 0.894  0.00
H 4.861 1.639 -0.852  0.00
H 2.789 1.836 -1.324  0.00

The following is a DFT calculation (wB97M-V/def2-TZVPD) of 23 unconnected molecules or ions with the total composition C41H42BCl89O3Si.

Summary:
Kohn-Sham gap = 0.3407 Ha

Last column: Löwdin charge in e.
CARTESIAN COORDINATES (ANGSTROEM)
C 1.863 -3.191 -0.190  -0.13
C 2.100 -2.051 0.824  -0.26
C 1.800 -0.650 0.264  -0.22
C 2.678 -0.292 -0.962  -0.22
C 3.020 1.208 -1.028  -0.20
C 4.264 1.545 -1.874  -0.20
C 4.092 1.656 -3.405  -0.19
C 2.766 2.257 -3.921  -0.23
C 1.781 1.211 -4.479  -0.22
C 0.326 1.700 -4.524  -0.20
C -0.266 1.886 -3.119  -0.22
C -1.795 1.987 -3.081  -0.21
C -2.326 2.059 -1.629  -0.26
C -2.509 3.518 -1.143  -0.26
Si -2.820 3.788 0.697  0.27
Cl -1.860 2.260 1.756  0.37
O -4.433 3.839 1.069  -0.25
C -5.369 2.946 0.466  -0.26
C -5.638 1.667 1.294  -0.21
C -5.112 0.367 0.646  -0.26
C -5.736 0.044 -0.726  -0.11
B -1.991 5.534 1.338  -0.62
O -2.769 6.693 1.297  0.09
O -0.687 5.601 1.802  -0.04
C 0.372 5.400 0.873  -0.08
H 2.773 -3.431 -0.755  0.06
H 1.079 -2.939 -0.917  0.05
H 1.554 -4.108 0.330  0.05
H 1.476 -2.230 1.711  0.10
H 3.150 -2.078 1.152  0.11
H 0.732 -0.593 0.003  0.11
H 1.967 0.084 1.067  0.10
H 3.613 -0.868 -0.890  0.09
H 2.140 -0.616 -1.866  0.10
H 3.230 1.529 0.008  0.11
H 2.134 1.781 -1.343  0.09
H 4.992 0.737 -1.680  0.10
H 4.741 2.458 -1.492  0.07
H 4.258 0.681 -3.893  0.08
H 4.904 2.310 -3.762  0.09
H 2.282 2.906 -3.179  0.06
H 3.025 2.908 -4.773  0.09
H 1.803 0.297 -3.857  0.10
H 2.128 0.917 -5.480  0.07
H -0.278 0.961 -5.076  0.11
H 0.289 2.654 -5.075  0.12
H 0.148 2.796 -2.650  0.11
H 0.055 1.043 -2.480  0.11
H -2.127 2.871 -3.647  0.12
H -2.230 1.104 -3.579  0.11
H -1.584 1.574 -0.979  0.07
H -3.254 1.482 -1.538  0.08
H -3.304 4.028 -1.714  0.09
H -1.569 4.055 -1.364  0.07
H -6.309 3.505 0.352  0.09
H -5.067 2.643 -0.546  0.09
H -6.727 1.551 1.421  0.07
H -5.217 1.770 2.303  0.11
H -5.349 -0.469 1.324  0.11
H -4.014 0.399 0.571  0.08
H -5.904 0.934 -1.347  0.06
H -6.694 -0.481 -0.620  0.07
H -5.074 -0.618 -1.306  0.07
H -3.143 6.933 2.147  0.00
H 1.313 5.648 1.373  0.09
H 0.268 6.052 -0.007  0.10
H 0.421 4.352 0.540  0.08
C 2.967 -2.066 -7.575  -2.04
Cl 2.868 -3.812 -7.321  0.52
Cl 4.013 -1.341 -6.350  0.52
Cl 3.641 -1.733 -9.174  0.51
Cl 1.347 -1.368 -7.442  0.53
C 4.104 6.157 -3.264  -2.03
Cl 5.120 5.552 -4.583  0.54
Cl 2.420 5.739 -3.581  0.55
Cl 4.611 5.416 -1.743  0.52
Cl 4.263 7.909 -3.149  0.52
C -1.642 -5.702 -0.935  -2.03
Cl -0.762 -7.002 -0.124  0.50
Cl -0.986 -5.457 -2.554  0.52
Cl -3.353 -6.149 -1.030  0.48
Cl -1.482 -4.215 0.002  0.55
C 4.808 9.512 0.553  -2.03
Cl 4.569 10.533 -0.876  0.51
Cl 3.255 8.823 1.041  0.51
Cl 5.929 8.210 0.153  0.47
Cl 5.464 10.489 1.868  0.52
C -0.294 -9.372 3.586  -2.03
Cl 0.491 -9.246 2.009  0.50
Cl 0.832 -8.858 4.847  0.52
Cl -1.727 -8.342 3.604  0.51
Cl -0.759 -11.055 3.865  0.51
C 0.052 11.970 2.137  -2.05
Cl -0.874 13.234 1.321  0.49
Cl 1.624 11.781 1.352  0.50
Cl 0.288 12.413 3.832  0.53
Cl -0.829 10.439 2.042  0.52
C 8.742 8.912 3.890  -2.04
Cl 9.566 8.439 5.378  0.51
Cl 9.853 8.783 2.524  0.51
Cl 7.363 7.837 3.629  0.51
Cl 8.181 10.584 4.034  0.51
C -9.356 3.229 2.866  -2.03
Cl -9.722 2.396 1.348  0.51
Cl -10.506 4.547 3.105  0.51
Cl -9.475 2.086 4.208  0.53
Cl -7.718 3.880 2.787  0.58
C -5.703 -8.327 1.634  -2.05
Cl -4.830 -6.951 2.321  0.50
Cl -7.291 -8.455 2.396  0.53
Cl -5.904 -8.086 -0.107  0.50
Cl -4.787 -9.809 1.917  0.52
C 9.768 6.922 -1.379  -2.04
Cl 10.733 6.172 -2.654  0.53
Cl 8.060 6.555 -1.644  0.48
Cl 10.272 6.294 0.192  0.51
Cl 10.000 8.675 -1.413  0.52
C -4.263 6.641 5.555  -2.04
Cl -3.793 7.794 4.289  0.57
Cl -5.994 6.331 5.448  0.53
Cl -3.370 5.137 5.315  0.55
Cl -3.875 7.329 7.132  0.54
C -12.246 4.845 -0.815  -2.05
Cl -12.016 3.158 -1.294  0.51
Cl -13.356 4.915 0.559  0.52
Cl -10.694 5.551 -0.357  0.51
Cl -12.928 5.750 -2.170  0.53
C 1.124 -10.712 9.099  -2.05
Cl 0.005 -10.477 7.754  0.50
Cl 0.368 -10.194 10.609  0.51
Cl 1.556 -12.427 9.212  0.51
Cl 2.583 -9.757 8.814  0.52
C 3.817 -3.666 -13.117  -2.06
Cl 4.916 -4.159 -14.407  0.53
Cl 2.146 -3.893 -13.641  0.52
Cl 4.120 -4.639 -11.674  0.51
Cl 4.074 -1.958 -12.740  0.51
C -4.184 15.408 0.331  -2.06
Cl -5.156 16.672 -0.428  0.53
Cl -2.631 15.277 -0.506  0.50
Cl -3.901 15.814 2.026  0.52
Cl -5.034 13.863 0.228  0.52
C 1.581 -14.135 2.448  -2.05
Cl 1.295 -12.877 1.242  0.51
Cl 0.082 -15.017 2.752  0.50
Cl 2.814 -15.251 1.854  0.53
Cl 2.140 -13.385 3.953  0.50
C -2.460 -8.302 -5.636  -2.04
Cl -3.723 -8.195 -6.861  0.53
Cl -3.109 -7.824 -4.069  0.50
Cl -1.858 -9.961 -5.555  0.53
Cl -1.109 -7.222 -6.047  0.48
C -2.646 -12.911 12.759  -2.06
Cl -2.099 -11.980 14.158  0.52
Cl -4.045 -12.114 12.031  0.52
Cl -1.343 -13.006 11.572  0.49
Cl -3.099 -14.540 13.273  0.52
C -2.618 -4.501 -9.756  -2.05
Cl -1.960 -5.418 -8.397  0.48
Cl -1.399 -4.387 -11.029  0.52
Cl -4.048 -5.333 -10.382  0.52
Cl -3.070 -2.880 -9.220  0.52
C 9.419 5.415 8.592  -2.06
Cl 9.917 3.767 8.196  0.52
Cl 8.703 5.444 10.206  0.52
Cl 10.833 6.480 8.557  0.51
Cl 8.240 5.979 7.407  0.50
C -0.883 -16.959 6.403  -2.05
Cl -2.090 -16.870 5.110  0.51
Cl -1.624 -16.469 7.928  0.53
Cl -0.290 -18.618 6.537  0.53
Cl 0.458 -15.878 6.026  0.49
C 6.227 -3.461 -3.512  -2.05
Cl 5.898 -4.352 -5.001  0.51
Cl 4.861 -2.405 -3.136  0.52
Cl 6.467 -4.602 -2.183  0.53
Cl 7.683 -2.480 -3.721  0.53